Formula: C32H37CrN4O4P2SSi
Source: OMol25
Level of theory: ωB97M-V/def2-TZVPD

```
82
Properties=species:S:1:pos:R:3:mulliken_spin:R:1
Cr 0.96170 -0.74453 0.43600 3.039
C 1.33939 -4.07362 -1.24898 -0.008
P 1.87412 -3.02076 0.13584 -0.045
C 1.50318 -4.02994 1.59786 0.010
C 3.69736 -2.94815 0.04711 -0.004
C 4.45158 -3.52172 1.07339 -0.003
C 5.83153 -3.41990 1.08212 0.002
C 6.48050 -2.75389 0.05441 -0.002
C 5.74330 -2.18671 -0.97223 0.000
C 4.35379 -2.26201 -0.99360 -0.003
P 3.38553 -1.46050 -2.33897 0.016
C 4.38143 0.04698 -2.68399 0.000
C 3.91718 -2.52481 -3.75461 0.000
H 1.99401 -4.93802 -1.35545 -0.002
H 1.33590 -3.50178 -2.17710 0.001
H 0.32247 -4.41607 -1.04097 0.000
H 1.91037 -5.03705 1.51951 -0.002
H 0.41730 -4.07311 1.67662 0.002
H 1.87758 -3.53075 2.49090 0.000
H 3.96100 -4.02913 1.89314 0.000
H 6.39638 -3.84961 1.90061 0.000
H 7.56081 -2.66187 0.05870 0.000
H 6.26445 -1.65402 -1.76078 0.000
H 5.35366 -0.17810 -3.12281 0.000
H 4.51501 0.59549 -1.75184 0.001
H 3.82782 0.67802 -3.38338 0.000
H 5.00243 -2.58595 -3.84216 0.000
H 3.51265 -2.11594 -4.68261 0.000
H 3.52067 -3.53605 -3.62577 0.000
C -5.67788 -2.65517 -1.39525 0.000
Si -4.28672 -2.45871 -0.15096 0.001
C -4.78342 -1.16329 1.10779 -0.001
C -3.97721 -4.11900 0.65559 -0.001
C -2.75978 -1.90734 -1.11011 -0.013
C -2.74125 -1.79887 -2.49515 0.007
C -1.59014 -1.42618 -3.19316 -0.005
C -0.45827 -1.13549 -2.47548 0.029
N -0.44953 -1.20258 -1.13063 -0.093
C -1.54821 -1.60625 -0.44754 0.060
S -1.18267 -1.76453 1.24268 -0.050
H -6.61505 -2.85731 -0.86278 0.000
H -5.50141 -3.49375 -2.08072 0.000
H -5.83303 -1.74874 -1.99386 0.000
H -5.83794 -1.28992 1.38023 0.000
H -4.66049 -0.15328 0.70118 0.000
H -4.17546 -1.23513 2.01235 0.000
H -4.88377 -4.46646 1.16757 0.000
H -3.16779 -4.05829 1.38756 0.000
H -3.70701 -4.86986 -0.09576 0.000
H -3.64286 -2.02591 -3.06202 0.001
H -1.58706 -1.35925 -4.27401 0.000
H 0.47096 -0.83502 -2.93822 -0.008
O 3.63635 -0.55329 3.33941 0.016
C 2.96833 -0.45180 2.34711 0.008
O 1.71676 -0.85345 2.20530 -0.026
C 3.50761 0.17844 1.01629 0.000
O 4.61752 0.62483 0.90596 0.013
O 2.59094 0.15837 0.06230 0.046
N -1.93533 5.59136 2.45803 0.000
C -2.53822 6.80607 2.22431 0.001
C -2.95437 7.83353 3.06788 0.000
C -3.53431 8.93174 2.46341 0.001
C -3.69428 9.00543 1.06872 0.000
C -3.27880 7.98263 0.23976 0.000
C -2.69130 6.86351 0.83102 0.000
N -2.19421 5.71150 0.25125 0.001
C -1.75833 4.98526 1.23840 0.001
C -1.14484 3.66518 1.07311 0.000
C -1.05831 3.11189 -0.19791 0.001
C -0.47938 1.87342 -0.35072 0.029
N 0.00487 1.16699 0.67445 -0.021
C -0.07864 1.69072 1.89777 0.021
C -0.63824 2.92823 2.13712 -0.007
H -1.69054 5.21405 3.35467 0.000
H -2.83206 7.78012 4.14500 0.000
H -3.87387 9.75762 3.07797 0.000
H -4.15466 9.88766 0.64125 0.000
H -3.39914 8.03327 -0.83595 0.000
H -1.44379 3.65815 -1.04774 0.000
H -0.40445 1.41430 -1.32587 -0.009
H 0.30728 1.07782 2.70202 -0.006
H -0.66968 3.29022 3.15536 0.000
```

- Multiplicity: 4
- Relative energy (zero: lowest compared OMol25 entry of this formula, charge and spin): 0.00 kcal per mole
- Frontier orbital gap (alpha / beta): 7.53 / 7.51 eV

Formula: C32H37IrN8O2P2
Source: OMol25
Level of theory: ωB97M-V/def2-TZVPD

```
82
Properties=species:S:1:pos:R:3:mulliken_spin:R:1
Ir 0.60622 0.25256 -0.74554 0.910
N 3.56276 2.25532 -3.03651 -0.001
C 2.88523 2.19704 -1.89472 -0.025
N 2.26093 1.03271 -1.89768 0.041
C 2.43286 0.48607 -3.15590 0.014
N 3.22432 1.26134 -3.86683 0.001
C 1.78599 -0.76308 -3.45723 -0.038
C 2.30134 -1.59505 -4.43104 0.007
N 1.91452 -2.86577 -4.58873 -0.007
C 0.98525 -3.23009 -3.66468 0.006
C 0.41559 -2.38289 -2.71432 -0.003
N 0.90038 -1.21692 -2.55648 0.031
H 4.16156 3.02046 -3.24995 0.000
H 2.91617 3.02306 -1.11053 -0.004
H 3.03918 -1.17467 -5.14258 0.001
H 0.62906 -4.25692 -3.74939 0.001
H -0.34475 -2.72634 -2.10605 0.011
C 2.29102 -2.68517 0.48091 0.011
P 1.62822 -1.00650 0.80410 0.078
C 0.38345 -1.33565 2.13365 0.295
N 0.66337 -2.55645 3.00816 0.291
C -0.32220 -2.63911 3.95744 0.025
C -0.23427 -3.67116 4.91815 0.500
C -1.33819 -3.88324 5.88414 -0.078
C -2.24058 -2.91508 6.26574 0.295
C -2.30157 -1.62245 5.33347 0.322
C -1.35382 -1.45406 4.24085 -0.046
N -1.47120 -0.24163 3.38613 0.370
C -0.71166 -0.40820 2.34857 -0.076
P -1.34872 0.22630 0.65145 0.241
C -1.88283 2.01067 0.87081 0.001
C -2.70814 -0.91318 0.14772 -0.035
C -3.11658 -0.48989 -1.30540 -0.011
C -2.17666 -2.34202 0.34913 0.024
C -3.78999 -0.70189 1.15883 0.004
C 2.91964 -0.06455 1.89058 -0.046
C 4.27141 -0.27039 1.31995 0.011
C 3.16889 -0.68608 3.29780 -0.001
C 2.59693 1.43035 1.82379 0.103
H 2.59917 -3.14562 1.44269 0.000
H 2.99256 -2.61476 -0.40837 -0.001
H 1.42084 -3.29035 0.20183 -0.001
H -0.02718 -4.80074 4.64371 -0.005
H -1.17107 -4.86670 6.03710 -0.001
H -3.21972 -3.19280 6.60276 0.010
H -3.00397 -0.87854 5.42359 0.013
H -2.51236 2.09981 1.75796 0.002
H -2.51689 2.41828 0.03600 0.003
H -1.00062 2.68341 0.95863 0.001
H -2.40530 -0.66180 -2.06529 -0.002
H -3.45897 0.55015 -1.20043 0.002
H -3.99857 -1.09390 -1.56966 -0.001
H -1.11683 -2.51506 0.10706 -0.020
H -2.57299 -2.90697 -0.45674 0.000
H -2.49590 -2.79759 1.27571 0.003
H -4.31640 0.21986 0.89658 -0.001
H -3.31944 -0.51908 2.12675 -0.001
H -4.57430 -1.43479 1.08413 -0.001
H 4.53548 -1.36129 1.29000 0.001
H 5.01603 0.23260 1.92771 0.000
H 4.35391 0.09203 0.27228 -0.001
H 3.40427 -1.74553 3.17632 0.000
H 2.46716 -0.61104 4.14281 -0.003
H 4.10424 -0.22757 3.62604 0.002
H 2.57875 1.69442 0.71153 -0.040
H 3.48336 1.91453 2.30486 0.003
H 1.68891 1.78995 2.31133 0.017
O -0.86440 0.69761 -3.78114 0.173
C -0.92763 1.72735 -3.19385 -0.023
N -0.09243 1.74106 -2.09604 0.624
C -0.25775 3.12831 -1.51714 -0.064
O 0.29185 3.40890 -0.56084 0.042
C -1.19739 3.87227 -2.27132 0.047
C -1.60169 5.26033 -2.52464 0.000
C -2.34362 5.78260 -3.66289 0.005
C -2.72060 4.90821 -4.62826 0.019
C -2.57359 3.42988 -4.26816 -0.028
C -1.65490 3.04263 -3.39879 0.003
H -1.16256 5.89424 -1.87412 0.001
H -2.54524 6.82438 -3.69024 0.000
H -2.91308 5.19222 -5.69561 0.000
H -2.97426 2.96162 -5.09169 0.000
```

- Multiplicity: 5
- Net charge: +2
- Relative energy (zero: lowest compared OMol25 entry of this formula, charge and spin): 135.43 kcal per mole
- Frontier orbital gap (alpha / beta): 6.07 / 5.07 eV

Formula: C32H37N2O3
Source: OMol25
Level of theory: ωB97M-V/def2-TZVPD

```
74
Properties=species:S:1:pos:R:3:mulliken_charge:R:1
C 4.38350 -4.81300 0.54414 -0.406
C 4.44414 -4.23623 -0.87237 -0.607
C 4.16355 -2.78465 -0.65003 0.638
C 3.89646 -2.59569 0.72664 0.085
O 3.95150 -3.73963 1.46057 -0.470
C 3.65372 -1.32339 1.26364 -0.812
C 3.71201 -0.23427 0.42130 -0.775
C 3.87307 -0.39452 -0.99709 0.767
C 3.81088 0.65256 -1.94017 -0.280
C 3.35910 1.97615 -1.76402 0.675
C 3.70791 2.93321 -2.76706 -0.888
C 3.40031 4.26372 -2.58829 0.773
C 2.75146 4.67700 -1.39585 0.206
O 2.57545 6.02138 -1.30284 -0.479
C 3.17182 6.61788 -2.51557 -0.380
C 3.61106 5.47658 -3.43885 -0.603
C 2.32869 3.75240 -0.42873 -1.131
C 2.55818 2.41600 -0.65608 -0.755
C 4.15071 -1.70119 -1.50079 -0.901
H 3.66406 -5.63461 0.62927 0.310
H 5.37500 -5.15089 0.87194 0.273
H 5.42625 -4.40885 -1.33008 0.300
H 3.68633 -4.70774 -1.51222 0.260
H 3.44434 -1.23616 2.32488 0.578
H 3.64501 0.76481 0.84159 0.835
H 4.20479 0.41717 -2.92894 0.396
H 4.24750 2.61988 -3.66069 0.428
H 2.41530 7.26529 -2.97315 0.297
H 4.03341 7.22089 -2.20039 0.280
H 4.65064 5.59213 -3.76335 0.328
H 2.97570 5.45911 -4.33634 0.249
H 1.82179 4.12015 0.45797 0.496
H 2.13346 1.67687 0.01906 0.862
H 4.33111 -1.84975 -2.56519 0.434
C -6.49511 -0.10771 -0.29203 -1.164
N -5.24950 -0.62149 0.21400 0.247
C -3.93931 -0.40203 -0.35294 -0.610
C -3.52639 1.07523 -0.65916 2.115
C -3.75484 1.93575 0.57997 -1.532
C -4.33082 1.58942 -1.84740 -1.787
C -2.04644 1.08949 -1.03241 -2.257
N -3.08815 -1.02927 0.62137 0.113
C -3.80636 -1.99585 1.39651 0.323
C -3.41884 -2.05053 2.86956 -1.311
C -1.97172 -2.42393 3.06973 0.328
C -1.58865 -3.76853 3.04288 -0.193
C -0.24108 -4.11176 3.18387 -0.724
C 0.72631 -3.11566 3.35608 -0.386
C 0.33447 -1.77483 3.41444 -0.496
C -1.01234 -1.42788 3.27480 -0.376
C -5.24673 -1.54510 1.22706 0.426
O -6.21600 -1.89805 1.89417 -0.699
H -7.30126 -0.66806 0.18826 0.380
H -6.62773 0.95509 -0.05152 0.313
H -6.55335 -0.23312 -1.37772 0.375
H -3.86963 -0.94248 -1.32394 0.223
H -3.13096 1.58758 1.41276 0.202
H -3.47125 2.97118 0.34744 0.464
H -4.80603 1.93024 0.89448 0.292
H -4.23473 0.90288 -2.69986 0.379
H -5.39305 1.71392 -1.61409 0.356
H -3.94526 2.57079 -2.15476 0.452
H -1.84698 0.44366 -1.89974 0.383
H -1.75124 2.11570 -1.29686 0.496
H -1.41177 0.77146 -0.19520 0.407
H -2.15694 -1.30167 0.31284 0.372
H -3.70627 -3.01916 0.97572 0.195
H -3.62079 -1.07133 3.32966 0.406
H -4.07592 -2.80351 3.32818 0.326
H -2.36058 -4.53095 2.90061 0.418
H 0.05172 -5.16292 3.15834 0.383
H 1.78235 -3.38360 3.44833 0.464
H 1.07904 -0.99172 3.56944 0.389
H -1.33606 -0.38385 3.31424 0.328
```

- Net charge: +1
- Relative energy (zero: lowest compared OMol25 entry of this formula, charge and spin): 0.00 kcal per mole
- Frontier orbital gap: 5.32 eV